Run w
Entry from OMol25: a 2-piece molecular cluster, C3H3N3O overall (ωB97M-V/def2-TZVPD).

CARTESIAN COORDINATES (ANGSTROEM)
C1 0.55 1.04 0.61
C2 0.94 0.04 -0.09
C3 -1.30 -1.14 -0.11
N1 -0.13 2.05 0.74
N2 1.75 -0.77 -0.63
N3 -1.94 -0.94 -1.07
O1 -1.04 -1.60 0.90
H1 2.55 -0.92 -0.07
H2 0.22 2.63 1.55
H3 -1.60 -0.37 -1.84

Computed properties:
Multiplicity = 1
SMILES = N=C=C=N.N=C=O
Gap between HOMO and LUMO = 8.232 eV
E_LUMO = -0.870 eV
HOMO = -9.10 eV
Net charge = 0

***

Run x
Entry from OMol25: a 2-piece molecular cluster, C3H3N3O overall (ωB97M-V/def2-TZVPD).

CARTESIAN COORDINATES (ANGSTROEM)
N1 2.36 -0.34 0.59
C1 1.19 -0.49 0.27
N2 -0.92 1.48 -1.20
N3 -0.55 1.84 -2.17
O1 -1.70 -0.92 1.80
C2 -1.25 -0.31 0.87
C3 -0.07 -0.79 0.02
H1 2.91 0.37 0.12
H2 -1.70 0.63 0.50
H3 -0.26 -1.48 -0.80

Computed properties:
Multiplicity = 1
SMILES = N=C=CC=O.N#N
Gap between HOMO and LUMO = 9.940 eV
E_LUMO = 0.545 eV
HOMO = -9.40 eV
Net charge = 0

***

Run y
Entry from OMol25: one molecule with the formula C3H3N3O (ωB97M-V/def2-TZVPD).

CARTESIAN COORDINATES (ANGSTROEM)
O1 -1.36 1.21 -0.38
C1 -0.54 1.04 1.94
N1 -1.44 0.02 -0.71
N2 -0.56 -0.88 -0.88
C2 0.77 -0.66 -0.53
C3 1.27 0.08 0.48
N3 0.46 0.70 1.39
H1 -2.38 -0.33 -0.93
H2 1.44 -1.30 -1.08
H3 2.34 0.12 0.67

Computed properties:
Multiplicity = 1
Gap between HOMO and LUMO = 9.170 eV
E_LUMO = -0.373 eV
HOMO = -9.54 eV
Net charge = 0

***

Run z
Entry from OMol25: one molecule with the formula C3H3N3O (ωB97M-V/def2-TZVPD).

CARTESIAN COORDINATES (ANGSTROEM)
C1 0.02 0.94 0.90
C2 -0.10 0.45 -1.34
C3 -0.19 -0.98 -0.90
H1 0.11 0.73 -2.30
H2 -0.06 -1.68 -1.81
H3 -0.17 -0.58 2.42
N1 0.16 1.32 -0.46
N2 0.08 -1.44 0.43
N3 0.12 -0.44 1.27
O1 0.03 1.68 1.79

Computed properties:
Multiplicity = 1
SMILES = O=c1nccn[nH]1
Gap between HOMO and LUMO = 8.799 eV
E_LUMO = -0.537 eV
HOMO = -9.34 eV
Net charge = 0

***

Most stable = run x

***

Run w
Entry from OMol25: one molecule with the formula C5H8OS (ωB97M-V/def2-TZVPD).

CARTESIAN COORDINATES (ANGSTROEM)
C1 1.13 -0.74 -0.40
C2 2.46 -0.91 -0.36
C3 0.42 0.55 0.04
C4 -0.22 0.26 1.53
C5 -0.72 0.87 -1.09
O1 1.27 1.58 -0.10
S1 3.68 0.25 -0.58
H1 0.39 -1.63 -0.54
H2 2.67 -2.02 -0.27
H3 -0.87 1.10 1.69
H4 0.68 0.36 2.08
H5 -0.70 -0.80 1.35
H6 -1.67 0.49 -0.80
H7 -0.36 0.27 -1.86
H8 -0.72 1.95 -1.23

Computed properties:
Multiplicity = 1
Gap between HOMO and LUMO (spin up / spin down) = 5.795 / 6.209 eV
E_LUMO (spin up / spin down) = -2.747 / -2.473 eV
HOMO (spin up / spin down) = -8.54 / -8.68 eV
Net charge = 0

***

Run x
Entry from OMol25: C5H8OS as an isolated structure (ωB97M-V/def2-TZVPD).

CARTESIAN COORDINATES (ANGSTROEM)
C1 -1.24 1.49 -0.02
C2 0.02 -1.10 -0.25
C3 1.74 0.49 -0.54
C4 1.58 0.40 0.84
C5 0.75 -0.65 1.07
H1 0.32 1.70 0.44
H2 -2.10 2.02 0.97
H3 -1.33 1.65 -1.37
H4 0.10 -2.10 -0.34
H5 2.52 0.01 -0.95
H6 1.44 1.51 -0.73
H7 2.11 0.97 1.66
H8 0.38 -1.08 2.06
O1 0.62 -0.34 -1.20
S1 -1.59 -0.36 0.08

Computed properties:
Multiplicity = 1
Gap between HOMO and LUMO = 9.039 eV
E_LUMO = 0.549 eV
HOMO = -8.49 eV
Net charge = 0

***

Most stable = run w

***

Run w
Entry from OMol25: one molecule with the formula C5H8OS (ωB97M-V/def2-TZVPD).

CARTESIAN COORDINATES (ANGSTROEM)
C1 1.00 -0.03 -0.16
C2 0.49 1.24 0.52
C3 -1.25 -0.79 -0.32
C4 -0.10 -0.36 -1.15
C5 1.37 -0.56 -1.54
H1 1.88 -0.91 1.27
H2 0.97 1.49 1.50
H3 0.49 2.09 -0.13
H4 -0.90 -1.61 0.29
H5 -2.25 -0.95 -0.75
H6 -0.38 0.55 -1.70
H7 1.73 0.11 -2.34
H8 1.93 -1.48 -1.41
O1 1.12 -1.08 0.80
S1 -1.34 0.77 0.80

Computed properties:
Multiplicity = 1
SMILES = O[C@]12CSC[C@@H]1C2
Gap between HOMO and LUMO = 9.253 eV
E_LUMO = 0.777 eV
HOMO = -8.48 eV
Net charge = 0

***

Run x
Entry from OMol25: one molecule with the formula C5H8OS (ωB97M-V/def2-TZVPD).

CARTESIAN COORDINATES (ANGSTROEM)
C1 2.11 0.12 -0.39
C2 1.60 1.14 0.58
C3 0.64 0.65 -0.41
C4 -2.19 0.49 -0.13
C5 -3.32 -0.20 0.05
H1 1.79 -1.75 -0.33
H2 2.75 0.52 -1.20
H3 1.55 0.76 1.60
H4 1.98 2.17 0.56
H5 0.33 1.39 -1.13
H6 -2.08 1.57 -0.34
H7 -4.30 0.30 -0.14
H8 -3.42 -1.23 0.28
O1 2.37 -1.14 0.08
S1 -0.66 -0.48 0.11

Computed properties:
Multiplicity = 1
SMILES = C=CS[C@H]1C[C@H]1O
Gap between HOMO and LUMO = 9.180 eV
E_LUMO = 0.977 eV
HOMO = -8.20 eV
Net charge = 0

***

Run y
Entry from OMol25: one molecule with the formula C5H8OS (ωB97M-V/def2-TZVPD).

CARTESIAN COORDINATES (ANGSTROEM)
C1 -0.43 -0.72 -0.46
C2 -1.10 0.63 -0.95
C3 -0.48 1.52 0.18
C4 -0.33 0.78 1.44
C5 -0.63 -0.64 1.04
H1 1.96 -0.05 -1.06
H2 -1.13 -1.46 -0.71
H3 -0.87 1.13 -1.99
H4 -2.21 0.42 -0.82
H5 -0.85 2.53 0.33
H6 -0.69 1.19 2.55
H7 -0.12 -1.35 1.70
H8 -1.73 -0.44 1.34
O1 0.72 1.38 0.76
S1 1.11 -1.40 -0.93

Computed properties:
Multiplicity = 1
SMILES = S[C@@H]1C[C@@H]2O[C@@H]2C1
Gap between HOMO and LUMO = 9.706 eV
E_LUMO = 0.774 eV
HOMO = -8.93 eV
Net charge = 0

***

Most stable = run x